95
Properties=species:S:1:pos:R:3:mulliken_charge:R:1 method="wB97M-V/def2-TZVPD" homo_ev="-5.9 / -5.9" energy_ev=-172283.1385 orbital_gap_ev="8.007 / 7.996" total_charge=-1 lumo_energy_ha="0.0762 / 0.0758"
Zr 1.4684 1.2666 0.2451 0.1338
O 4.0655 1.2987 -3.1234 -0.8105
C 2.9985 0.9571 -2.6471 -0.3313
O 2.7800 0.7385 -1.3857 -0.4762
C 1.7643 0.7074 -3.5008 0.4404
C 1.6632 0.9605 -4.8612 -0.9537
C 0.4088 0.8460 -5.4471 -0.5061
C -0.7017 0.5399 -4.6689 -1.2566
C -0.4855 0.2974 -3.3180 0.2984
N 0.7197 0.3355 -2.7931 0.7132
C -1.6171 0.1881 -2.3264 0.5521
O -2.7657 0.3004 -2.6934 -0.7280
O -1.3527 0.0897 -1.0268 0.1931
H 4.8280 3.0795 -1.7402 0.1536
H 2.5344 1.2706 -5.4214 0.5291
H 0.2866 1.0479 -6.5038 0.4117
H -1.7055 0.5294 -5.0694 0.5469
F -1.1497 3.9791 2.7654 -0.2944
C -1.3789 2.6758 2.6443 0.7732
F -1.5825 2.3777 1.3675 -0.0774
F -2.4809 2.3833 3.3291 -0.2220
S 0.0514 1.6663 3.3546 1.0792
O 0.3794 0.7299 2.2457 0.4520
O -0.5039 1.0413 4.5149 -0.6727
N 1.2322 2.6177 3.6860 -0.6329
S 2.1419 3.0401 2.3825 -0.0682
O 1.1177 3.1798 1.2367 -0.4067
O 2.8425 1.7556 1.8972 -0.4562
C 4.5619 3.2390 -0.6970 0.2796
F 4.9755 4.4777 -0.3422 -0.2439
F 5.1570 2.3424 0.0999 -0.2273
F 3.2243 3.1740 -0.5013 -0.1547
C -0.1278 -0.3904 -0.3347 0.0518
Ge -0.9821 -1.6870 0.9074 2.0106
C -1.4949 -3.2240 -0.2355 -0.4588
C -2.0072 -4.3914 0.3330 -0.3977
C -2.4256 -5.4551 -0.4528 -0.7728
C -2.3423 -5.3729 -1.8367 -0.5486
C -1.8355 -4.2235 -2.4227 -0.8227
C -1.4168 -3.1640 -1.6260 -0.4017
C 0.0677 -2.5567 2.3330 0.6296
C 0.0574 -2.1993 3.6809 -0.5023
C 0.7612 -2.9334 4.6281 -0.9687
C 1.5212 -4.0257 4.2444 -0.6630
C 1.5728 -4.3791 2.9032 -0.8184
C 0.8441 -3.6600 1.9674 0.0502
C -2.7102 -0.9815 1.5352 0.3079
C -2.9936 -0.6121 2.8491 0.3808
C -4.2414 -0.1140 3.2050 -1.0069
C -5.2340 0.0254 2.2495 -0.5586
C -4.9724 -0.3400 0.9359 -0.8373
C -3.7271 -0.8392 0.5863 -0.0501
H 0.3938 -1.0268 -1.0472 0.1161
H -2.0802 -4.4727 1.4128 0.3870
H -2.8196 -6.3495 0.0149 0.4021
H -2.6696 -6.2012 -2.4531 0.3648
H -1.7661 -4.1460 -3.5010 0.4162
H -1.0151 -2.2837 -2.1110 0.2539
H -0.4775 -1.3256 4.0175 0.2078
H 0.7265 -2.6297 5.6675 0.4029
H 2.0780 -4.5918 4.9813 0.3770
H 2.1726 -5.2230 2.5835 0.4126
H 0.8844 -3.9674 0.9277 0.3858
H -2.2430 -0.6886 3.6190 0.2593
H -4.4267 0.1788 4.2314 0.4476
H -6.2043 0.4220 2.5232 0.3722
H -5.7359 -0.2293 0.1754 0.4388
H -3.5463 -1.1033 -0.4479 0.1265
I -5.0713 6.4777 -2.7420 0.0291
C -3.2721 5.4437 -2.4642 -0.0624
C -2.1061 5.9556 -3.0161 -0.5745
C -0.9199 5.2630 -2.8367 -0.8341
C -0.8973 4.0838 -2.1020 0.1626
C -2.0721 3.5925 -1.5458 0.4693
C -3.2702 4.2663 -1.7345 -1.1789
C 0.4066 3.3513 -1.9436 -0.3587
O 1.3803 3.6432 -2.6141 -0.7365
O 0.3624 2.3733 -1.0856 2.6113
H -2.1248 6.8774 -3.5811 0.3863
H 0.0044 5.6224 -3.2694 0.5225
H -2.0521 2.6817 -0.9641 0.3149
H -4.1854 3.8733 -1.3143 0.4809
N 3.0174 -0.7963 2.9926 0.1808
C 3.4080 -1.2381 1.7748 0.3075
C 4.6215 -1.9470 1.6507 -1.2517
C 4.9021 -2.5876 0.4778 -0.6276
C 3.9801 -2.5314 -0.5685 -1.2649
C 2.8694 -1.7476 -0.3991 -0.4905
N 2.5783 -1.0610 0.7265 1.2466
H 3.7396 -0.5636 3.6521 0.2795
H 2.2203 -0.1813 3.0036 -0.3638
H 5.2863 -2.0015 2.5025 0.4437
H 5.8251 -3.1436 0.3691 0.4470
H 4.1440 -3.0442 -1.5046 0.5270
H 2.1642 -1.6333 -1.2093 0.3036

---

73
Properties=species:S:1:pos:R:3:mulliken_charge:R:1 method="wB97M-V/def2-TZVPD" homo_ev="-9.7 / -9.8" spin_multiplicity=6 energy_ev=-79324.1105 orbital_gap_ev="6.667 / 5.456" total_charge=+1 lumo_energy_ha="-0.1107 / -0.1609" s2=8.89
Fe 1.7082 -0.9835 -0.9802 0.5567
C 2.7246 -0.9657 3.6410 -0.8309
C 3.1103 -1.1696 2.2968 -0.4875
N 2.2888 -1.1579 1.2920 -0.9448
C 0.8541 -1.0702 1.5816 3.9318
C 0.4184 -0.7126 2.9718 0.3944
C 1.4032 -0.6949 3.9568 -0.7216
C -0.9316 -0.3815 3.2143 -1.3534
C -2.0082 -0.3234 2.3677 -1.2790
C -2.0932 -0.5563 0.9500 1.2768
C -3.3023 -0.9034 0.3297 -0.9870
C -3.3109 -1.2374 -1.0110 -0.8287
C -2.1182 -1.2237 -1.7262 -0.8456
N -0.9759 -0.7995 -1.1948 0.1244
C -0.9882 -0.4370 0.0864 0.6971
H 3.4764 -0.9593 4.4128 0.4357
H 4.1593 -1.3116 2.0622 0.5025
H 1.1282 -0.4785 4.9793 0.4790
H -1.1497 -0.1719 4.2538 0.4473
H -2.9606 -0.1091 2.8367 0.4417
H -4.2078 -0.9462 0.9147 0.5335
H -4.2281 -1.5347 -1.4910 0.5356
H -2.0767 -1.5493 -2.7552 0.5844
C 0.2798 -6.2469 2.8685 -0.4632
C -0.2053 -6.0280 1.5813 -0.7418
C -0.1916 -4.7674 1.0422 -0.9173
C 0.2960 -3.6485 1.7773 1.0966
C 0.6852 -3.8860 3.1205 -0.1216
C 0.7041 -5.1623 3.6309 -0.9653
C 0.3829 -2.4328 1.1034 -1.0424
C 0.2799 0.0176 0.6655 -1.4414
C 0.6857 1.3188 0.5896 0.7746
C 1.7155 1.8651 1.4274 -0.8849
C 1.9569 3.1917 1.4922 -1.0635
C 1.2139 4.1245 0.6935 -1.0359
C 0.2962 3.6949 -0.1782 -1.1523
C -0.0173 2.2449 -0.3844 1.7700
H 0.3190 -7.2473 3.2719 0.4074
H -0.5871 -6.8531 0.9977 0.4123
H -0.5777 -4.6028 0.0465 0.3747
H 1.0015 -3.0643 3.7405 0.3958
H 1.0511 -5.3209 4.6407 0.4340
H 0.2406 -2.5004 0.0219 0.1884
H 2.2704 1.1880 2.0546 0.2857
H 2.7144 3.5665 2.1624 0.4899
H 1.4182 5.1770 0.8039 0.4347
H -0.2611 4.3810 -0.7980 0.5757
H -1.0972 2.1272 -0.2559 0.4243
C -4.5258 3.7024 -3.0319 -0.4994
C -4.1976 2.6625 -2.1784 -0.8308
C -2.8870 2.2427 -2.0603 0.5915
C -1.8813 2.8370 -2.8200 0.1395
C -2.2236 3.8923 -3.6652 -0.5135
C -3.5293 4.3310 -3.7588 -0.6906
C -0.5244 2.2973 -2.8577 -0.5475
C 0.2870 1.9343 -1.8553 0.0633
C 1.5609 1.2675 -2.1800 -0.6790
C 1.5927 0.2839 -3.1901 -0.1646
C 2.7679 -0.4052 -3.4785 -0.8800
C 3.9397 -0.1228 -2.7807 -0.5523
C 3.9337 0.8789 -1.8147 -0.8250
C 2.7626 1.5642 -1.5178 0.8225
H -5.5532 4.0111 -3.1416 0.4060
H -4.9690 2.1631 -1.6132 0.4500
H -2.6649 1.4119 -1.4101 -0.0534
H -1.4579 4.3732 -4.2557 0.4895
H -3.7680 5.1544 -4.4145 0.4047
H -0.1432 2.1838 -3.8671 0.7094
H 0.7071 0.1005 -3.7801 0.4951
H 2.7795 -1.1354 -4.2733 0.4470
H 4.8583 -0.6298 -3.0319 0.4414
H 4.8471 1.1600 -1.3122 0.4799
H 2.7970 2.3815 -0.8156 0.3991

---

85
Properties=species:S:1:pos:R:3:mulliken_charge:R:1 method="wB97M-V/def2-TZVPD" homo_ev="-8.5 / -8.5" energy_ev=-65466.3135 orbital_gap_ev="4.129 / 3.984" total_charge=+1 lumo_energy_ha="-0.1622 / -0.1645"
Rh -0.9486 -0.3512 -1.2301 -0.3247
C 2.5392 2.9724 -5.8391 -0.7621
C 2.5707 1.6960 -6.4212 -0.6271
C 1.9741 0.6121 -5.8073 -0.2552
C 1.3346 0.8367 -4.5911 0.1168
C 0.6672 -0.0556 -3.6785 -0.2763
N 0.6602 -1.4137 -3.9020 -0.6710
C 0.6549 -2.1991 -2.8586 -0.0912
C 1.0283 -3.6259 -2.6983 0.0306
C 1.3172 -4.6144 -3.6168 -0.3934
C 1.6944 -5.8626 -3.1277 -0.6052
C 1.8160 -6.0957 -1.7640 -0.7127
C 1.5649 -5.0892 -0.8345 -0.4871
C 1.1503 -3.8627 -1.3130 0.9037
C 0.8612 -2.5757 -0.6341 -0.7502
N 1.0398 -2.1452 0.5776 -0.6428
C 1.0524 -0.7423 0.5709 0.7195
N 0.1007 0.0718 0.9387 -0.6082
C 0.3167 1.3838 0.1476 1.9189
N -1.1257 1.4962 -0.4170 -1.1411
C -1.3527 2.5246 0.5826 2.1301
N 0.1167 2.8039 0.5304 -1.0602
C -0.0147 3.4299 -0.8352 0.4088
N 0.3650 3.0942 -2.0107 -0.1433
C 0.5996 1.9991 -2.7555 -0.5583
N 0.2157 0.6572 -2.6060 0.2959
C 1.3070 2.1095 -4.0062 0.8477
C 1.9128 3.1981 -4.6291 -0.3778
C -1.0817 4.4357 -0.6710 -0.3040
C -1.3585 5.6423 -1.2776 -0.4949
C -2.5848 6.2319 -0.9912 -0.7667
C -3.5068 5.6122 -0.1550 -0.9104
C -3.2312 4.3787 0.4297 -0.3854
C -2.0083 3.8075 0.1564 -0.4861
C 1.7559 1.2211 -0.3533 0.5534
C 2.7002 2.1409 -0.7927 0.0611
C 4.0031 1.7100 -1.0122 -1.0279
C 4.3868 0.3942 -0.7843 -0.9842
C 3.4704 -0.5157 -0.2843 -0.5739
C 2.1835 -0.0634 -0.0557 -0.1731
N 0.4416 -1.7267 -1.6165 0.7147
H 3.0179 3.7937 -6.3556 0.4306
H 3.0767 1.5663 -7.3685 0.4260
H 1.9956 -0.3760 -6.2451 0.5675
H 1.2515 -4.4225 -4.6788 0.5487
H 1.9116 -6.6638 -3.8209 0.4260
H 2.1232 -7.0740 -1.4193 0.4424
H 1.6920 -5.2614 0.2257 0.5664
H 1.8879 4.1807 -4.1775 0.5512
H -0.6479 6.1145 -1.9412 0.5450
H -2.8297 7.1907 -1.4274 0.4131
H -4.4529 6.0980 0.0419 0.4373
H -3.9553 3.8955 1.0741 0.5432
H 2.4600 3.1751 -0.9804 0.5336
H 4.7356 2.4219 -1.3687 0.4806
H 5.4089 0.0936 -0.9690 0.4287
H 3.7478 -1.5338 -0.0447 0.6075
C -4.0613 -3.3520 -0.3151 -0.7178
C -3.4112 -3.3770 1.0869 -0.5564
C -2.0849 -2.6351 0.8997 -0.9398
O -2.2785 -1.8512 -0.2927 0.2803
C -3.0000 -2.7061 -1.1960 -0.5738
H -4.9651 -2.7440 -0.3095 0.2580
H -4.3344 -4.3429 -0.6704 0.3489
H -3.2361 -4.3902 1.4415 0.4930
H -4.0541 -2.8873 1.8209 0.0168
H -1.2577 -3.3278 0.7462 0.3948
H -1.7973 -1.9481 1.6944 0.5158
H -2.3006 -3.4399 -1.6125 0.2070
H -3.3900 -2.0815 -1.9982 0.4071
C -3.3150 -0.2534 4.2028 -0.7969
N -2.5868 0.8063 3.5365 -0.0158
C -1.8303 1.8122 4.2605 -0.4868
C -1.3080 2.7112 3.1477 0.2080
O -0.6900 3.7207 3.2512 -0.5168
N -1.7332 2.0980 1.9522 0.3676
C -2.5067 1.0282 2.2320 0.1639
N -3.1381 0.3799 1.2729 -0.1596
H -2.6372 -0.8182 4.8422 0.3157
H -3.7443 -0.9360 3.4735 0.2247
H -4.1228 0.1603 4.8066 0.3196
H -0.9947 1.3747 4.8103 0.3573
H -2.4618 2.3814 4.9441 0.3607
H -2.7029 0.5202 0.3505 0.2945
H -3.5768 -0.5049 1.4567 0.1755

---

81
Properties=species:S:1:pos:R:3:mulliken_charge:R:1 method="wB97M-V/def2-TZVPD" homo_ev="-16.3 / -16.5" spin_multiplicity=4 energy_ev=-129722.7126 orbital_gap_ev="6.858 / 5.574" total_charge=+3 lumo_energy_ha="-0.3464 / -0.4018" s2=3.81
Re 0.6984 0.0998 0.8898 1.1752
O 3.6321 0.5224 0.0481 -0.7394
S 2.4065 0.1766 -0.6734 1.1238
C 2.5433 -1.3662 -1.5166 0.3688
C 3.7134 -1.7026 -2.1848 -0.5438
C 3.7231 -2.8701 -2.9282 -0.8566
C 2.5854 -3.6733 -2.9948 -0.8655
C 1.4385 -3.3385 -2.2909 -0.1107
C 1.4147 -2.1727 -1.5314 -0.6275
P 0.0369 -1.8117 -0.4031 1.2583
C -0.0243 -3.3173 0.6076 1.1499
C 0.9778 -3.5121 1.5622 -0.9546
C 1.0636 -4.7124 2.2477 -0.8494
C 0.1540 -5.7312 1.9801 -0.6468
C -0.8309 -5.5506 1.0184 -0.7174
C -0.9224 -4.3499 0.3266 -0.4772
C -1.4444 -1.6847 -1.4010 0.8460
C -1.3178 -1.4205 -2.7679 -1.0450
C -2.4488 -1.4026 -3.5704 -0.5054
C -3.6997 -1.6401 -3.0114 -0.7320
C -3.8306 -1.8608 -1.6441 -0.7807
C -2.7065 -1.8789 -0.8342 -0.9321
C 2.0403 1.3010 -1.9971 0.8643
C 2.8897 1.4198 -3.0890 -0.8083
C 2.5436 2.3058 -4.0984 -0.8427
C 1.3658 3.0431 -4.0157 -0.8555
C 0.5276 2.9180 -2.9152 -0.6786
C 0.8723 2.0479 -1.8877 0.0779
P -0.0215 2.0168 -0.3231 1.4255
C 0.7026 3.3181 0.6980 0.4849
C 0.3838 3.3577 2.0635 -0.0380
C 0.8766 4.3813 2.8585 -1.1255
C 1.6905 5.3604 2.3039 -0.7475
C 2.0107 5.3220 0.9526 -0.8385
C 1.5227 4.3049 0.1475 -0.6475
C -1.7256 2.4425 -0.6574 0.3707
C -2.4346 1.7158 -1.6190 0.0377
C -3.7136 2.1092 -1.9685 -0.8394
C -4.2899 3.2192 -1.3572 -0.6985
C -3.5928 3.9301 -0.3893 -0.8165
C -2.3079 3.5460 -0.0322 -0.6900
H 4.6001 -1.0830 -2.1035 0.6672
H 4.6218 -3.1566 -3.4592 0.4757
H 2.6049 -4.5856 -3.5776 0.4884
H 0.5767 -3.9966 -2.3127 0.5794
H 1.7239 -2.7495 1.7491 0.4769
H 1.8487 -4.8606 2.9797 0.5186
H 0.2271 -6.6744 2.5089 0.4532
H -1.5252 -6.3511 0.7929 0.4837
H -1.6840 -4.2339 -0.4325 0.4700
H -0.3415 -1.2441 -3.2076 0.4114
H -2.3533 -1.2137 -4.6332 0.4753
H -4.5775 -1.6588 -3.6468 0.4920
H -4.8094 -2.0300 -1.2127 0.4980
H -2.8148 -2.0395 0.2335 0.6184
H 3.8026 0.8402 -3.1597 0.4838
H 3.1913 2.4117 -4.9590 0.4723
H 1.1047 3.7327 -4.8095 0.4875
H -0.3823 3.5043 -2.8519 0.5953
H -0.2922 2.6221 2.4850 1.0095
H 0.6112 4.4367 3.9071 0.5423
H 2.0704 6.1634 2.9239 0.4460
H 2.6379 6.0922 0.5209 0.4638
H 1.7827 4.2870 -0.9029 0.3986
H -1.9858 0.8570 -2.0990 0.3841
H -4.2619 1.5575 -2.7236 0.5277
H -5.2862 3.5352 -1.6435 0.4308
H -4.0457 4.7929 0.0834 0.4588
H -1.7663 4.1122 0.7147 0.4874
C -1.3297 -2.5039 4.3292 -0.4196
S 0.1325 -2.5022 5.4016 0.0029
C 0.3385 -0.7898 5.6685 -0.0323
C 0.6650 0.1755 4.7211 0.0625
S 1.2063 -0.2174 3.1111 -0.1684
S 0.7860 1.7702 5.2924 0.2370
C 0.5165 1.4227 6.9546 0.0255
S 0.5406 2.5749 8.1169 0.0978
S 0.1994 -0.2346 7.2631 0.0958
H -1.4912 -3.5554 4.0889 0.2986
H -1.1559 -1.9493 3.4112 -0.1411
H -2.1887 -2.1205 4.8743 0.4729

---

83
Properties=species:S:1:pos:R:3:mulliken_charge:R:1 method="wB97M-V/def2-TZVPD" homo_ev="-4.9 / -4.9" spin_multiplicity=6 energy_ev=-136386.1638 orbital_gap_ev="7.153 / 7.180" total_charge=-1 lumo_energy_ha="0.0826 / 0.0826" s2=8.76
Sm -0.8504 0.7638 -1.5576 0.2537
C -2.8724 -3.2949 -1.4582 -0.5240
O -3.4190 -3.3037 -0.1382 -0.5004
C -3.8941 -2.1236 0.3720 -0.5677
C -5.0645 -2.2054 1.0951 -0.3778
C -5.6034 -1.0912 1.7478 -0.8450
C -4.9439 0.1134 1.6419 -0.9202
C -3.7628 0.2282 0.8981 0.5560
C -3.0391 1.4917 0.9492 -1.1834
N -2.0589 1.7462 0.1898 1.0551
N -1.3222 2.9085 0.4100 -1.1582
C -0.0317 2.6686 0.4028 0.5103
O 0.5090 1.4968 0.2937 -0.1732
C 0.8503 3.8650 0.5691 0.0857
C 0.3316 5.1351 0.8141 -0.5490
C 1.1857 6.2194 0.9458 -0.6465
C 2.5635 6.0460 0.8319 -0.3845
C 3.0797 4.7813 0.5920 -0.8205
C 2.2226 3.6951 0.4648 0.2208
C -3.1805 -0.8991 0.2489 1.1098
O -2.0455 -0.8441 -0.3578 1.1660
H -2.7088 -4.3392 -1.7202 0.3187
H -1.9451 -2.7407 -1.5172 -0.0848
H -3.5821 -2.8550 -2.1643 0.3408
H -5.5518 -3.1744 1.1479 0.4400
H -6.5172 -1.1805 2.3207 0.3699
H -5.3310 0.9978 2.1414 0.4025
H -3.3052 2.2085 1.7247 0.2777
H -0.7408 5.2558 0.8960 0.4568
H 0.7777 7.2072 1.1284 0.3951
H 3.2288 6.8976 0.9224 0.3746
H 4.1490 4.6377 0.4839 0.4017
H 2.6084 2.7039 0.2709 0.2172
C -3.2312 0.1183 -2.8631 -0.2195
C -2.2223 -0.5959 -3.5380 -0.3505
C -1.3812 0.3348 -4.1835 -0.9280
C -1.8750 1.6264 -3.9103 -0.5031
C -3.0140 1.4921 -3.0857 -1.1549
H -4.0637 -0.3049 -2.3267 0.6350
H -2.1466 -1.6666 -3.6272 0.4702
H -0.5766 0.0937 -4.8554 0.5120
H -1.5153 2.5433 -4.3436 0.5388
H -3.6593 2.2944 -2.7676 0.4985
N 4.1425 4.2876 -4.8016 -0.6752
C 3.5296 3.8425 -3.9179 0.5143
N 2.9219 3.3659 -2.8519 -0.6340
C 1.8170 2.7366 -2.7198 0.5495
N 0.8300 2.1522 -2.4881 -0.4788
O 0.5954 -0.8956 -1.4641 -0.8606
As 1.0449 -1.2721 0.1072 2.5756
C 2.6355 -0.3391 0.6180 0.6840
C 3.3599 0.2855 -0.3913 -1.0512
C 4.5700 0.8918 -0.0858 -0.6101
C 5.0421 0.8771 1.2222 -0.5791
C 4.3105 0.2503 2.2242 -0.8198
C 3.1033 -0.3694 1.9235 -0.1463
C -0.1075 -1.4299 1.6386 0.7365
C -0.2331 -0.3878 2.5503 -0.3166
C -1.0669 -0.5482 3.6504 -0.9750
C -1.7731 -1.7306 3.8291 -0.6047
C -1.6419 -2.7651 2.9106 -0.8473
C -0.8048 -2.6204 1.8150 -0.6424
C 1.7532 -3.0638 -0.0822 0.1250
C 2.0326 -3.4966 -1.3768 -0.5475
C 2.6107 -4.7445 -1.5796 -0.7417
C 2.9081 -5.5571 -0.4936 -0.4630
C 2.6331 -5.1213 0.7959 -0.8222
C 2.0577 -3.8774 1.0017 -0.1999
H 2.9592 0.3267 -1.3966 0.4330
H 5.1311 1.3907 -0.8660 0.4361
H 5.9800 1.3632 1.4638 0.4064
H 4.6763 0.2495 3.2439 0.4124
H 2.5324 -0.8594 2.7021 0.3710
H 0.2966 0.5391 2.3871 0.3994
H -1.1783 0.2665 4.3558 0.4460
H -2.4470 -1.8387 4.6713 0.3822
H -2.2116 -3.6793 3.0280 0.3897
H -0.7343 -3.4121 1.0841 0.4469
H 1.7843 -2.8580 -2.2131 0.4160
H 2.8261 -5.0809 -2.5867 0.4166
H 3.3527 -6.5317 -0.6498 0.3882
H 2.8649 -5.7524 1.6438 0.4059
H 1.8467 -3.5448 2.0097 0.3653